CH10O3S2 | ωB97M-V/def2-TZVPD

The calculation puts the frontier orbital gap (spin up / spin down) at 6.51 / 4.85 eV. As for the net charge: -1. As for the spin multiplicity: 2.

Structure (XYZ):
```
16
Properties=species:S:1:pos:R:3:forces:R:3:mulliken_spin:R:1
C 0.243 -1.267 -0.763 0.07 0.50 -1.02 -0.0221
S -0.910 -0.154 -1.584 -0.33 0.08 -0.12 0.4112
S -0.355 1.668 -1.171 -0.13 0.00 -0.04 0.5642
H 0.066 -2.245 -1.214 0.07 0.01 0.22 0.0017
H 1.217 -0.874 -1.044 0.24 -0.28 0.23 0.0113
H 0.056 -1.242 0.293 -0.07 -0.25 0.95 0.0190
H -3.464 -0.659 0.581 -0.09 -0.07 -0.02 -0.0018
H 1.877 1.825 -2.002 -0.36 -0.07 0.29 0.0073
H 2.833 2.238 -3.102 0.08 0.26 -0.27 -0.0008
O 2.669 1.545 -2.468 0.39 -0.28 -0.05 0.0017
H 0.182 1.218 1.336 0.02 0.12 0.25 -0.0036
H -0.210 0.120 2.371 -0.12 -0.14 0.51 0.0003
O -0.021 1.127 2.276 0.09 0.03 -0.46 0.0066
H -3.085 -0.038 0.710 0.07 0.07 0.07 0.0029
H -0.541 -1.882 3.294 0.09 -0.15 0.46 -0.0003
O -0.556 -1.379 2.488 -0.01 0.18 -1.00 0.0023
```
Forces are in eV/Å.